{
  "formula": "C39H35N10O2Pb",
  "method": "the ωB97M-V functional and the def2-TZVPD basis",
  "molar_mass_g_mol": 883.0,
  "e_above_lowest_kcal_mol": 24.4,
  "e_homo_ev": -10.640,
  "largest_force_ev_per_a": 2.84,
  "energy_ev": -65249.552,
  "total_charge": 1,
  "orbital_gap_ev": 6.520,
  "symbols": ["Pb", "C", "C", "C", "C", "N", "C", "N", "C", "N", "C", "N", "C", "C", "C", "C", "C", "N", "C", "C", "C", "C", "C", "C", "H", "H", "H", "H", "H", "H", "H", "H", "H", "H", "H", "H", "C", "C", "N", "N", "C", "O", "C", "C", "C", "C", "C", "C", "C", "C", "C", "C", "C", "N", "H", "H", "H", "H", "H", "H", "H", "H", "H", "H", "H", "H", "N", "C", "O", "C", "C", "C", "C", "C", "C", "N", "H", "H", "H", "H", "H", "H", "H", "H", "H", "H", "H"],
  "coordinates": [[-0.08471, 0.11235, 0.86425], [-2.02257, 1.40359, 4.76891], [-1.04449, 1.34354, 5.76408], [0.14442, 0.71003, 5.49470], [0.38245, 0.15401, 4.22608], [-0.54316, 0.28421, 3.25626], [-1.72322, 0.86540, 3.54661], [1.58216, -0.49143, 4.06666], [1.93921, -1.19992, 3.06145], [1.30256, -1.43579, 1.85259], [2.12886, -2.23487, 1.07560], [1.95925, -2.71218, -0.09757], [0.88568, -2.58029, -0.94376], [0.82367, -3.52073, -1.98699], [-0.16322, -3.44815, -2.93818], [-1.10552, -2.42288, -2.85790], [-0.99959, -1.53202, -1.82354], [-0.02917, -1.58894, -0.88402], [3.36172, -2.53201, 1.83677], [4.46619, -3.29681, 1.52437], [5.45650, -3.41306, 2.49344], [5.33073, -2.78307, 3.73010], [4.21096, -2.01627, 4.03370], [3.23959, -1.90487, 3.06107], [-2.98653, 1.85860, 4.94898], [-1.22186, 1.78244, 6.73824], [0.92489, 0.60801, 6.23574], [-2.45063, 0.88592, 2.73969], [1.58190, -4.29138, -1.99959], [-0.19369, -4.15989, -3.75463], [-1.89802, -2.31735, -3.58608], [-1.69416, -0.70864, -1.74962], [4.55215, -3.78680, 0.56157], [6.33885, -4.00580, 2.28697], [6.11572, -2.89749, 4.46682], [4.09594, -1.53023, 4.99469], [-3.42001, 3.33971, -0.10724], [-2.22429, 2.58792, 0.39191], [-2.18080, 1.31780, 0.34974], [-3.05129, 0.45728, -0.10259], [-2.81762, -0.79038, 0.34562], [-1.87100, -1.04576, 1.16511], [-3.67453, -1.85651, -0.21124], [-4.68226, -1.57172, -1.12952], [-5.42842, -2.60732, -1.66919], [-5.16608, -3.92221, -1.29915], [-4.15990, -4.20606, -0.38439], [-3.41191, -3.17394, 0.15947], [-1.12497, 3.30776, 1.06866], [-1.13168, 4.68202, 1.24474], [-0.15935, 5.25621, 2.05147], [0.80063, 4.44951, 2.64289], [0.77348, 3.09553, 2.35636], [-0.17511, 2.55216, 1.59597], [-4.13204, 2.65287, -0.55549], [-3.11834, 4.07728, -0.85325], [-3.90721, 3.86642, 0.71614], [-4.87219, -0.54425, -1.40664], [-6.21351, -2.39170, -2.38362], [-5.75067, -4.72874, -1.72634], [-3.95637, -5.23100, -0.09780], [-2.62112, -3.36559, 0.87502], [-1.87755, 5.30104, 0.76572], [-0.16047, 6.32593, 2.22353], [1.55659, 4.85483, 3.30221], [1.52937, 2.42113, 2.75217], [3.14515, 1.17899, 0.50972], [2.02651, 0.87699, 0.56540], [-0.23682, 1.20914, -1.67714], [0.48543, 0.99509, -2.67808], [-0.07455, 1.17582, -4.06554], [0.58156, 2.34533, -4.82346], [1.91081, 1.97820, -5.48511], [3.01344, 1.60902, -4.49483], [2.68749, 0.35366, -3.68703], [1.75955, 0.59862, -2.58141], [-1.14193, 1.35220, -3.95567], [0.06526, 0.24915, -4.63187], [0.72882, 3.18471, -4.13650], [-0.10656, 2.67925, -5.60029], [2.24522, 2.82475, -6.08771], [1.74845, 1.13637, -6.16767], [3.19131, 2.43941, -3.80607], [3.93794, 1.43057, -5.04743], [3.59498, -0.04729, -3.24187], [2.27105, -0.41050, -4.34877], [2.13267, 0.53305, -1.64642]],
  "forces_ev_per_a": [[0.5, 0.4, 0.4], [0.0, 0.0, 0.2], [0.1, 0.0, 0.0], [0.0, 0.0, 0.1], [-0.2, 0.1, -0.2], [0.0, 0.0, -0.1], [0.0, -0.1, -0.3], [0.0, 0.2, 0.3], [0.0, 0.0, -0.4], [-0.5, -0.3, 0.0], [0.0, 0.2, 0.2], [0.0, -0.2, -0.3], [-0.1, 0.2, 0.0], [0.0, -0.1, 0.1], [0.0, 0.0, -0.1], [0.1, -0.1, 0.0], [0.1, 0.1, 0.0], [0.1, 0.1, 0.1], [-0.1, 0.1, 0.1], [0.1, -0.1, -0.2], [0.0, 0.0, 0.0], [0.0, 0.0, 0.0], [0.0, 0.0, 0.1], [-0.1, 0.0, -0.1], [0.0, 0.0, 0.0], [0.0, 0.0, 0.0], [0.0, 0.0, 0.0], [0.1, 0.0, 0.1], [0.0, 0.1, 0.0], [0.0, 0.0, 0.1], [0.0, 0.0, 0.1], [0.1, 0.0, 0.0], [0.0, 0.0, 0.1], [0.0, 0.0, 0.0], [0.0, 0.0, 0.0], [0.0, 0.0, -0.1], [0.0, 0.0, 0.1], [-1.1, 0.1, -0.5], [2.7, -0.1, 0.9], [-1.2, -1.0, -0.4], [-0.6, 1.4, -0.4], [-0.5, -1.0, 0.0], [0.3, -0.2, 0.3], [-0.1, 0.0, 0.0], [0.1, 0.0, 0.0], [0.0, 0.0, 0.0], [0.0, 0.0, 0.0], [0.0, 0.0, 0.1], [0.0, -0.1, -0.1], [0.0, 0.3, 0.0], [0.0, 0.0, 0.0], [-0.1, 0.0, 0.0], [-0.1, -0.1, 0.0], [0.7, -0.1, 0.1], [0.0, 0.0, 0.0], [0.0, 0.0, 0.0], [0.0, 0.0, 0.0], [0.0, 0.0, 0.0], [0.0, 0.0, 0.0], [0.0, 0.0, 0.0], [0.0, 0.1, 0.0], [0.0, -0.1, -0.1], [0.0, -0.1, 0.1], [0.0, -0.1, 0.0], [0.0, 0.0, -0.1], [-0.1, 0.1, -0.1], [-0.7, -0.2, 0.0], [0.3, 0.3, -0.2], [0.6, -0.1, 0.0], [-0.1, 0.0, 0.1], [0.0, 0.2, 0.0], [0.1, -0.2, -0.1], [0.0, 0.1, 0.2], [-0.1, -0.1, -0.1], [-0.1, 0.2, 0.0], [-0.2, 0.0, 0.1], [0.0, 0.0, 0.1], [0.0, 0.0, 0.0], [-0.1, 0.0, -0.1], [0.0, 0.0, 0.0], [0.0, 0.0, 0.0], [0.0, 0.1, 0.0], [0.1, 0.0, 0.0], [0.0, 0.0, 0.0], [0.0, -0.1, 0.1], [0.1, -0.1, 0.0], [0.1, 0.1, 0.0]]
}



{
  "formula": "C14H8Cl5O5Rh",
  "method": "the ωB97M-V functional and the def2-TZVPD basis",
  "molar_mass_g_mol": 536.4,
  "e_above_lowest_kcal_mol": 0.0,
  "e_homo_ev": [-9.377, -9.737],
  "largest_force_ev_per_a": 0.82,
  "spin_multiplicity": 5,
  "energy_ev": -90500.756,
  "s_squared": 6.025,
  "orbital_gap_ev": [8.643, 6.106],
  "symbols": ["Rh", "O", "C", "O", "C", "C", "C", "C", "C", "O", "C", "C", "O", "O", "H", "H", "H", "H", "H", "H", "H", "H", "Cl", "C", "C", "C", "Cl", "C", "Cl", "C", "Cl", "C", "Cl"],
  "coordinates": [[1.50076, 1.15645, 0.33244], [-2.13553, 2.74451, 1.77515], [-1.36515, 1.93920, 1.31257], [-0.21929, 2.23351, 0.77051], [-1.75867, 0.43583, 1.40713], [-1.41578, -0.37560, 0.14834], [-2.17677, -1.69424, 0.13536], [-1.46165, -2.47289, 1.26762], [-0.35832, -1.48630, 1.67666], [-0.05741, -0.82109, 0.43613], [-1.03127, -0.37415, 2.46922], [0.25188, 0.58152, 3.17459], [-0.23911, 1.10717, 4.13803], [1.29918, 0.48342, 2.55824], [-2.82668, 0.46115, 1.61304], [-1.42253, 0.19982, -0.77184], [-2.05450, -2.19491, -0.82296], [-3.24151, -1.55116, 0.31393], [-1.00719, -3.39210, 0.90299], [-2.11494, -2.72668, 2.10211], [0.54214, -1.90936, 2.10557], [-1.61523, -0.68158, 3.32838], [-1.04246, 1.74270, -3.17867], [0.53623, 1.11739, -2.89794], [1.05446, 0.90609, -1.63516], [2.23754, 0.44217, -1.38618], [3.26431, 2.37002, 1.04150], [3.19233, 0.13344, -2.33594], [4.76316, -0.42061, -1.93038], [2.74311, 0.30628, -3.63824], [3.79361, -0.05796, -4.94546], [1.42291, 0.79483, -3.91651], [0.94237, 1.00316, -5.55025]],
  "forces_ev_per_a": [[-0.5, 0.0, -0.1], [-0.1, 0.0, -0.1], [0.5, 0.1, 0.1], [-0.3, -0.1, 0.1], [-0.2, 0.0, -0.1], [0.3, 0.0, 0.0], [-0.1, -0.1, 0.1], [-0.1, -0.1, 0.0], [0.0, 0.2, -0.2], [-0.2, 0.0, 0.1], [-0.1, -0.1, 0.0], [0.1, 0.2, 0.1], [0.0, -0.1, 0.0], [0.0, -0.1, 0.1], [0.0, -0.1, 0.0], [0.0, 0.0, 0.0], [0.0, 0.0, 0.0], [0.0, 0.0, 0.0], [0.0, 0.0, 0.0], [0.0, 0.0, 0.0], [0.0, 0.0, 0.0], [0.0, 0.0, 0.0], [0.1, -0.1, 0.0], [-0.2, 0.0, 0.1], [-0.4, 0.4, -0.1], [0.8, -0.2, 0.0], [0.1, 0.1, 0.0], [0.0, -0.2, 0.2], [-0.1, 0.0, -0.1], [-0.2, 0.1, -0.2], [0.0, 0.0, 0.0], [0.3, -0.1, -0.1], [0.0, 0.0, 0.0]]
}